[1]
The following is a DFT calculation (ωB97M-V with the def2-TZVPD basis set) of the molecule C22H29ClN4O2.

Positions of all 58 atoms, in Å:
C1 2.82573 4.40941 1.21037
H1 1.98314 4.54584 0.53695
H2 3.73029 4.73920 0.70565
H3 2.66989 5.02448 2.09219
C2 2.96481 2.94381 1.61584
N1 3.21707 2.10283 0.47697
C3 2.31650 1.50605 -0.33420
C4 3.05242 0.83820 -1.30393
C5 4.40142 1.09581 -0.97866
N2 4.47300 1.86501 0.09274
C6 5.62347 0.62393 -1.68477
H4 5.62338 0.96814 -2.71840
H5 6.50017 1.01870 -1.18009
H6 5.67587 -0.46469 -1.68746
C7 2.53343 -0.06014 -2.37904
N3 2.16389 -1.34643 -1.79974
C8 0.89210 -1.62912 -1.45764
O1 -0.06405 -1.04779 -1.93070
C9 0.74575 -2.76908 -0.43810
C10 1.63073 -2.53159 0.80427
C11 0.78854 -2.37167 2.07317
C12 -0.32538 -1.37479 1.82159
O2 -0.49354 -0.37005 2.48913
N4 -1.09451 -1.71438 0.76833
C13 -0.73309 -2.86009 -0.03056
H7 -0.91200 -3.79237 0.51872
H8 -1.35083 -2.85826 -0.92933
C14 -2.19999 -0.87988 0.35863
H9 -2.11246 -0.67096 -0.71063
H10 -2.11667 0.05631 0.91487
C15 -3.55182 -1.54241 0.66840
C16 -4.67396 -0.63201 0.26668
C17 -5.22686 -0.70492 -1.00556
C18 -6.24157 0.15200 -1.39159
C19 -6.70678 1.09793 -0.49349
C20 -6.16512 1.19455 0.77780
C21 -5.15120 0.33041 1.14803
H11 -4.72589 0.40342 2.13795
H12 -6.53492 1.93676 1.46774
Cl1 -7.98119 2.16988 -0.96422
H13 -6.66992 0.08783 -2.37955
H14 -4.86361 -1.44303 -1.70547
H15 -3.62531 -2.48832 0.12809
H16 -3.59997 -1.74906 1.73922
H17 1.40577 -2.01082 2.89584
H18 0.35023 -3.32836 2.36519
H19 2.21412 -1.61553 0.68366
H20 2.33199 -3.35720 0.94073
H21 1.03098 -3.69989 -0.93868
H22 2.91170 -1.84508 -1.34224
H23 3.29299 -0.22118 -3.14713
H24 1.63088 0.34754 -2.83851
C22 0.85042 1.60577 -0.12509
H25 0.56545 1.18400 0.83969
H26 0.52505 2.64515 -0.14598
H27 0.32394 1.06214 -0.90426
H28 2.05845 2.59550 2.11710
H29 3.81710 2.82845 2.28947

- HOMO-LUMO gap (eV) = 9.25
- SMILES string = CCn1nc(C)c(CNC(=O)[C@H]2CCC(=O)N(CCc3ccc(Cl)cc3)C2)c1C
- largest force on an atom (eV/Å) = 0.841
- energy above the lowest of the compared OMol25 structures with the same formula, charge and spin (kcal/mol) = 4.84

=====

[2]
The following is a DFT calculation (ωB97M-V with the def2-TZVPD basis set) of a structure of composition C35H51AlAsCl2CsF11LiN5O10S7 in a non-equilibrium geometry.

Positions of all 125 atoms, in Å:
C1 -1.05256 -1.21829 -3.02749
C2 -1.07733 -1.35465 -1.82468
C3 -1.19515 -1.32118 -0.32063
C4 0.19362 -1.61069 0.37004
C5 0.49672 -0.53603 1.47763
C6 1.79402 0.25122 1.15495
C7 2.71067 0.50239 2.13724
C8 3.95287 1.25510 1.83079
C9 4.95077 1.55747 2.96646
C10 4.37949 2.71694 3.86848
C11 4.96205 4.13688 3.50927
C12 4.43863 4.53487 2.09519
N1 4.29385 5.99878 1.88003
C13 2.86294 6.34247 2.01981
C14 2.34058 6.19900 3.49437
C15 0.77781 6.37269 3.41506
C16 0.32982 7.75308 2.86544
C17 4.72577 6.24131 0.55101
S1 3.73110 6.68636 -0.68614
S2 6.47556 6.02654 0.13218
C18 6.34788 5.17308 -1.49614
C19 7.68344 4.46976 -1.90182
C20 7.78952 4.51841 -3.46092
C21 4.17893 1.66135 0.55228
C22 3.27249 1.45100 -0.54877
N2 3.42919 1.85909 -1.80142
S3 2.03095 1.33663 -2.51626
N3 1.28373 0.62604 -1.27461
C23 2.05036 0.72773 -0.17985
H1 -1.20828 -1.08795 -4.08571
H2 -1.87234 -2.17148 -0.02436
H3 -1.68165 -0.39175 0.02248
H4 0.12039 -2.60883 0.83901
H5 0.95831 -1.66513 -0.41621
H6 0.70774 -1.06830 2.42352
H7 -0.32254 0.18967 1.61319
H8 2.58607 0.17989 3.17915
H9 5.02636 0.61777 3.54988
H10 5.95351 1.78749 2.56660
H11 3.28539 2.75664 3.67650
H12 4.52621 2.52530 4.94688
H13 4.59417 4.80765 4.30554
H14 6.06247 4.02698 3.52764
H15 3.47364 4.00152 1.95353
H16 5.12843 4.07006 1.36907
H17 2.77454 7.41883 1.79508
H18 2.18775 5.72313 1.40066
H19 2.80589 6.96222 4.14028
H20 2.48782 5.17120 3.87829
H21 0.39206 6.19299 4.43391
H22 0.34865 5.59333 2.75107
H23 0.55182 8.56343 3.58082
H24 -0.77287 7.71947 2.73923
H25 0.72250 7.97250 1.85614
H26 5.97522 5.83956 -2.28761
H27 5.57327 4.38799 -1.37277
H28 8.55482 4.90424 -1.38916
H29 7.57349 3.40245 -1.63604
H30 6.80817 4.68465 -3.94625
H31 8.15740 3.55687 -3.87402
H32 8.49365 5.29032 -3.81849
H33 5.11794 2.19690 0.33984
Cl1 -3.90569 -1.18226 -2.16526
C24 -5.35682 -0.77009 -2.99856
C25 -6.56478 -1.41306 -2.75747
Cl2 -6.72445 -2.67753 -1.59158
C26 -7.70423 -1.04473 -3.46166
C27 -7.64120 -0.03529 -4.40500
C28 -6.43767 0.61201 -4.64614
C29 -5.30114 0.24460 -3.94542
H34 -8.64601 -1.54857 -3.27330
H35 -8.53052 0.24705 -4.95241
H36 -6.38511 1.40418 -5.38156
H37 -4.36512 0.75260 -4.13854
Cs1 -5.49071 -2.13921 0.45866
F1 1.87526 -3.69261 -3.04558
As1 2.28319 -3.22935 -4.70664
F2 3.29737 -1.97087 -4.10534
F3 0.94251 -2.15672 -4.75832
F4 2.74007 -2.79551 -6.37360
F5 1.29698 -4.51050 -5.31568
F6 3.66250 -4.37340 -4.59414
Li1 3.66457 -2.35175 -8.21568
C30 0.09835 -6.28854 -2.83066
O1 -0.10795 -7.53016 -2.48717
H38 0.86804 -5.72164 -2.26541
H39 0.41223 -6.11280 -3.88986
H40 -0.78362 -5.60224 -2.77067
C31 -12.37889 -4.39611 -1.36202
F7 -12.88390 -4.37801 -0.12094
F8 -12.55615 -5.63484 -1.83977
F9 -13.13591 -3.57630 -2.10595
S4 -10.60480 -3.89970 -1.38621
O2 -9.92802 -4.86974 -0.54807
O3 -10.58026 -2.55387 -0.84694
O4 -10.21106 -3.96794 -2.77972
O5 6.06422 9.53923 -1.56979
C32 5.77729 9.65087 -2.74464
N4 4.79267 8.89442 -3.30815
C33 6.47479 10.62066 -3.66759
H41 4.52913 8.95931 -4.27351
H42 4.30921 8.23732 -2.71309
H43 7.53698 10.38140 -3.69641
H44 6.34123 11.63175 -3.28582
H45 6.07919 10.57579 -4.68287
Al1 3.61940 -5.09251 -2.55670
C34 -5.38800 -7.59274 3.30735
S5 -4.39178 -6.36687 4.14862
O6 -3.97590 -5.35209 3.13413
C35 -2.97647 -7.42757 4.45746
H46 -6.32017 -7.12540 2.99144
H47 -4.85448 -7.96616 2.43280
H48 -5.60695 -8.40867 3.99500
H49 -2.59246 -7.80928 3.51128
H50 -3.28196 -8.25170 5.10404
H51 -2.20741 -6.83810 4.95464
N5 -5.97912 -11.96788 6.54353
S6 -6.86654 -12.45702 5.32506
O7 -6.30314 -13.47682 4.50344
O8 -7.65237 -11.45741 4.67242
F10 -7.95896 -13.25738 6.13633
S7 -4.70319 -11.17047 6.08450
O9 -3.74413 -11.01045 7.12244
O10 -4.91953 -10.02510 5.24782
F11 -3.96635 -12.18124 5.11367

- HOMO-LUMO gap (eV) = 0.89
- largest force on an atom (eV/Å) = 7.561
- net charge = +1

=====

no.,HOMO energy (eV)
1,-8.7
2,-9.7